58
Properties=species:S:1:pos:R:3:nbo_charge:R:1 method="wB97M-V/def2-TZVPD" e_above_lowest_kcal_mol=0.0 lumo_energy_ev=-0.5394 spin_multiplicity=1 max_force_ha_per_bohr=0.04114 smiles="CNC(=O)[C@H](Cc1ccc(O)cc1)NC(C)=O.N#Cc1ccc(-c2cccc3ncnn23)cc1" total_charge=0
N 2.55588 1.99295 0.21684 -0.27
O 0.17585 2.90663 -3.93474 -0.63
O 2.94501 -0.68509 -2.52279 -0.62
C 2.09322 1.77831 1.26368 0.26
N 2.01509 0.21713 7.55892 -0.30
N 1.10727 -0.26232 9.59041 -0.48
O -3.24949 -0.04072 -8.51230 -0.67
C -0.11461 1.75543 -3.65031 0.68
C 1.80935 -1.13130 -2.41074 0.67
C 2.24433 -0.11443 8.80756 0.17
C 0.14517 0.00136 8.75485 0.32
C -1.29364 0.03824 8.98137 -0.22
C -2.11621 0.39108 7.93051 -0.18
C -1.53137 0.70721 6.61620 -0.25
C -0.15629 0.65035 6.41206 0.17
C 0.49686 2.30555 3.05976 -0.15
C 1.99314 0.42438 3.30294 -0.16
C -2.62346 -1.22876 -6.52861 -0.27
C -1.00124 0.17526 -7.69689 -0.28
C -0.05624 2.02785 4.31618 -0.22
C 1.44054 0.15044 4.55633 -0.19
C -1.64400 -1.56804 -5.57489 -0.19
C -0.02697 -0.15948 -6.73701 -0.17
C 1.52414 1.50329 2.54691 -0.18
C -2.30315 -0.35938 -7.59202 0.31
C 0.41151 0.94664 5.08280 0.02
C -0.34596 -1.02930 -5.67531 -0.06
N 0.66175 0.29013 7.50452 -0.17
N 1.57352 -2.10028 -1.52009 -0.61
N 0.83024 0.81881 -3.57564 -0.62
C -1.56134 1.40817 -3.35594 -0.72
C 0.30993 -2.79445 -1.27176 -0.42
C 0.71360 -1.40194 -4.65488 -0.42
C 0.67957 -0.62212 -3.32790 -0.12
H -2.92262 0.58897 -9.15537 0.48
H 3.24573 -0.26081 9.20112 0.21
H -1.69235 -0.19871 9.96269 0.24
H -3.19242 0.43494 8.07419 0.23
H -2.19124 0.96441 5.79362 0.23
H 0.13119 3.15046 2.48172 0.23
H 2.79593 -0.20074 2.92103 0.23
H -3.62189 -1.63420 -6.46341 0.23
H -0.75286 0.84489 -8.50565 0.21
H -0.83921 2.67208 4.70394 0.23
H 1.82128 -0.68903 5.13066 0.24
H -1.88977 -2.24387 -4.76825 0.21
H 0.96817 0.25851 -6.81110 0.22
H 2.37996 -2.37093 -0.97635 0.41
H 1.77730 1.15426 -3.68413 0.43
H -2.15239 2.32219 -3.38409 0.24
H -1.92978 0.72354 -4.11399 0.23
H -1.63792 0.96355 -2.36679 0.21
H -0.43912 -2.09296 -0.89906 0.20
H 0.46033 -3.57486 -0.52370 0.22
H -0.05121 -3.25925 -2.19106 0.20
H 0.60855 -2.46452 -4.43399 0.21
H 1.69666 -1.26926 -5.10990 0.23
H -0.27432 -0.81024 -2.84217 0.21

66
Properties=species:S:1:pos:R:3:nbo_charge:R:1 method="wB97M-V/def2-TZVPD" lumo_energy_ev=-1.8278 spin_multiplicity=1 max_force_ha_per_bohr=0.02624 smiles="CP(C)#P([PH2]=S)c1ccccn1.O=C1C=C(O)C(=O)C=C1O.O=C1C=C(O)C(=O)C=C1O.O=C1C=C(O)C(=O)C=C1O" total_charge=0
C -2.37060 1.90757 -3.83562 -0.93
P -1.30758 2.92823 -2.73948 0.53
C 0.09197 3.54671 -3.74844 -0.93
P -0.46083 1.69175 -1.20397 0.23
P -1.78457 2.24369 0.43797 0.58
S -1.15353 3.87603 1.31918 -0.61
C -0.91167 -0.05129 -1.52158 -0.08
C -0.04045 -0.84064 -2.27209 -0.24
C -0.36882 -2.16610 -2.48973 -0.16
C -1.54259 -2.65970 -1.94466 -0.26
C -2.35227 -1.79523 -1.22452 0.05
N -2.05850 -0.51346 -1.01515 -0.46
H -3.15812 2.55992 -4.22033 0.24
H -2.84944 1.13297 -3.23264 0.25
H -1.84449 1.46708 -4.68492 0.23
H 0.27309 4.58270 -3.45583 0.25
H 1.02105 2.98969 -3.61891 0.24
H -0.18250 3.53978 -4.80743 0.23
H -1.83317 1.12212 1.26406 0.03
H -3.06824 2.38712 -0.10843 -0.01
H 0.87775 -0.41272 -2.65997 0.23
H 0.28651 -2.81192 -3.06406 0.22
H -1.83135 -3.69690 -2.06736 0.24
H -3.28458 -2.16131 -0.79963 0.20
C 4.11147 4.92875 0.10716 -0.42
C 2.91634 4.77324 0.70615 0.35
C 2.60940 5.40833 2.05292 0.47
O 1.49911 5.21668 2.50530 -0.52
C 3.64278 6.18833 2.70734 -0.38
C 4.82765 6.33413 2.10110 0.32
C 5.12953 5.71720 0.75399 0.47
O 6.24095 5.93387 0.29738 -0.56
O 5.84194 7.02178 2.60658 -0.63
O 1.93599 4.07400 0.17761 -0.65
H 4.34274 4.48432 -0.85052 0.24
H 3.42013 6.62662 3.66981 0.24
H 6.56086 6.95472 1.94567 0.51
H 1.14227 4.10170 0.76794 0.53
C -1.06433 -0.03996 6.84353 -0.42
C -1.47232 -0.15170 5.57250 0.40
C -0.96538 0.76429 4.48190 0.47
O -1.38996 0.56152 3.35622 -0.57
C -0.03087 1.81218 4.81763 -0.40
C 0.37572 1.92632 6.09083 0.34
C -0.11001 0.99580 7.18211 0.48
O 0.33874 1.18193 8.29837 -0.54
O 1.22668 2.84476 6.51613 -0.62
O -2.33913 -1.05869 5.14846 -0.64
H -1.41690 -0.69071 7.63092 0.24
H 0.30223 2.47397 4.02843 0.27
H 1.33897 2.68822 7.47498 0.51
H -2.44115 -0.90452 4.18805 0.51
C -1.59471 -7.82109 -4.94393 -0.39
C -2.17226 -6.94573 -4.10956 0.33
C -1.79553 -6.85385 -2.64643 0.48
O -2.37318 -6.00477 -1.98727 -0.56
C -0.79602 -7.75580 -2.12470 -0.40
C -0.21968 -8.63539 -2.95800 0.34
C -0.57888 -8.71330 -4.42746 0.47
O 0.02122 -9.53903 -5.08959 -0.53
O 0.70377 -9.50457 -2.58960 -0.62
O -3.11086 -6.08699 -4.47525 -0.62
H -1.85606 -7.89160 -5.99012 0.25
H -0.54342 -7.69198 -1.07587 0.25
H 0.94184 -10.00763 -3.39474 0.51
H -3.34676 -5.58144 -3.67246 0.51

52
Properties=species:S:1:pos:R:3:nbo_charge:R:1 method="wB97M-V/def2-TZVPD" e_above_lowest_kcal_mol=8.6 lumo_energy_ev=-5.1286 spin_multiplicity=1 max_force_ha_per_bohr=0.05576 total_charge=+1
C -5.27592 2.06175 2.08699 -0.26
O -5.15733 0.65667 2.03856 -0.45
C -3.85896 0.16663 2.14056 0.40
C -3.66607 -1.22277 2.04656 -0.27
C -2.41923 -1.78119 2.09884 -0.07
C -1.26609 -0.97796 2.24841 -0.20
C 0.01205 -1.58880 2.22282 0.15
C 1.28728 -0.98011 2.13310 -0.21
C 2.44514 -1.77841 2.27027 -0.07
C 3.69310 -1.22082 2.24747 -0.27
C 3.88142 0.16450 2.09847 0.41
O 5.18123 0.65904 2.14942 -0.45
C 5.29080 2.06571 2.13581 -0.26
C 2.73935 0.95474 1.89410 -0.33
C 1.49235 0.39645 1.88104 -0.03
C -1.47826 0.40851 2.43029 -0.11
C -2.72373 0.96473 2.35131 -0.27
H -6.33464 2.32189 2.04095 0.22
H -4.86608 2.44114 3.02432 0.18
H -4.76670 2.50743 1.23026 0.19
H -4.53550 -1.84291 1.92945 0.25
H -2.29992 -2.84802 2.02048 0.23
H 0.01358 -2.66663 2.26980 0.22
H 2.32978 -2.84251 2.38208 0.23
H 4.56664 -1.83840 2.34658 0.25
H 6.34852 2.33033 2.17958 0.22
H 4.87032 2.46714 1.21250 0.18
H 4.78677 2.48580 3.00860 0.19
H 2.83910 2.01161 1.72552 0.24
H 0.66532 1.00531 1.57244 0.21
H -0.66020 1.03106 2.73618 0.22
H -2.82832 2.02787 2.47011 0.23
C -0.72622 -3.94658 9.76019 -0.65
C -0.51147 -3.62914 8.31844 0.08
C -1.00542 -2.46150 7.82018 -0.27
C -0.82686 -2.13013 6.48212 0.06
N -0.19998 -2.86269 5.60771 -0.47
C 0.31203 -4.03812 6.06303 0.23
C 0.18312 -4.46919 7.40764 -0.13
C 0.74911 -5.71041 7.77832 -0.17
C 1.40833 -6.48080 6.86910 -0.21
C 1.53560 -6.05530 5.54444 -0.18
C 1.00344 -4.86561 5.15138 -0.23
H -0.30529 -4.90236 10.06264 0.22
H -0.27566 -3.18341 10.39362 0.24
H -1.78993 -3.97782 9.99327 0.24
H -1.53709 -1.79668 8.47786 0.22
H -1.23134 -1.20123 6.11362 0.18
H 0.65900 -6.04791 8.79396 0.21
H 1.83087 -7.42226 7.17480 0.22
H 2.05958 -6.67239 4.83378 0.22
H 1.09830 -4.52828 4.13338 0.20

59
Properties=species:S:1:pos:R:3:nbo_charge:R:1 method="wB97M-V/def2-TZVPD" e_above_lowest_kcal_mol=0.0 lumo_energy_ev=-4.5795 spin_multiplicity=1 max_force_ha_per_bohr=0.00846 total_charge=+1
Au -0.16631 0.11975 1.44226 0.69
O 1.56343 6.60694 -0.71875 -0.72
C 2.41362 5.74818 -0.44553 0.73
O 3.65247 5.74553 -0.45731 -0.72
C 1.79711 4.38452 -0.01205 -0.03
C 0.41199 4.24039 0.03428 -0.18
C -0.09476 3.00216 0.39813 0.13
N 0.73742 2.01850 0.67306 -0.60
C 2.04687 2.12068 0.67776 0.21
C 2.63751 3.32739 0.32791 -0.20
C 2.73456 0.86688 1.10960 0.18
C 4.11828 0.76568 1.05172 -0.21
C 4.75183 -0.37923 1.49623 -0.12
C 3.98658 -1.41410 2.00972 -0.25
C 2.61569 -1.26236 2.03622 0.06
N 1.98850 -0.16651 1.58897 -0.53
C -1.54066 2.62429 0.56895 0.21
C -2.54626 3.52449 0.24481 -0.21
C -3.87216 3.19185 0.45117 -0.12
C -4.17802 1.95354 0.99582 -0.26
C -3.14023 1.09509 1.29310 0.07
N -1.85483 1.39953 1.07973 -0.53
H -0.16710 5.12118 -0.21584 0.27
H 3.70034 3.53469 0.29557 0.27
H 4.68764 1.59700 0.66205 0.25
H 5.82963 -0.45799 1.45132 0.24
H 4.43512 -2.32054 2.38970 0.24
H 1.98369 -2.03603 2.45130 0.20
H -2.27384 4.48747 -0.16203 0.25
H -4.65537 3.89465 0.20134 0.24
H -5.19762 1.65974 1.20002 0.24
H -3.32776 0.12922 1.74073 0.20
Cl -3.66018 -3.21323 3.39224 0.11
C -3.24791 -2.96731 1.74962 -0.06
C -4.20720 -2.61983 0.80796 -0.13
C -3.80998 -2.40633 -0.49955 -0.21
C -2.48123 -2.54836 -0.83941 0.09
N -1.57450 -2.91153 0.07798 -0.24
C -1.93256 -3.10814 1.35776 0.07
H -5.24235 -2.51620 1.10484 0.26
H -4.52250 -2.12699 -1.26179 0.26
H -2.11952 -2.39011 -1.84299 0.25
H -1.15110 -3.38260 2.04997 0.25
C -0.00082 -0.30440 -2.06664 -1.10
Ge 0.55490 -2.16868 -1.94922 1.57
C -0.11182 -3.20172 -3.46876 -1.09
C 2.47639 -2.35643 -1.72296 -1.08
C -0.13603 -3.03320 -0.26660 -0.65
H 0.17208 0.03874 -3.08794 0.26
H 0.58079 0.32608 -1.39465 0.25
H -1.05777 -0.15569 -1.83857 0.23
H 0.56376 -3.06038 -4.31288 0.26
H -1.10090 -2.88006 -3.79747 0.23
H -0.14662 -4.26851 -3.24658 0.24
H 2.99163 -1.90160 -2.56900 0.26
H 2.77378 -3.40341 -1.66778 0.24
H 2.80412 -1.84699 -0.81605 0.23
H 0.41059 -2.61736 0.57985 0.24
H 0.09759 -4.09834 -0.33137 0.24

What did the second record say?
66
Properties=species:S:1:pos:R:3:nbo_charge:R:1 method="wB97M-V/def2-TZVPD" lumo_energy_ev=-1.8278 spin_multiplicity=1 max_force_ha_per_bohr=0.02624 smiles="CP(C)#P([PH2]=S)c1ccccn1.O=C1C=C(O)C(=O)C=C1O.O=C1C=C(O)C(=O)C=C1O.O=C1C=C(O)C(=O)C=C1O" total_charge=0
C -2.37060 1.90757 -3.83562 -0.93
P -1.30758 2.92823 -2.73948 0.53
C 0.09197 3.54671 -3.74844 -0.93
P -0.46083 1.69175 -1.20397 0.23
P -1.78457 2.24369 0.43797 0.58
S -1.15353 3.87603 1.31918 -0.61
C -0.91167 -0.05129 -1.52158 -0.08
C -0.04045 -0.84064 -2.27209 -0.24
C -0.36882 -2.16610 -2.48973 -0.16
C -1.54259 -2.65970 -1.94466 -0.26
C -2.35227 -1.79523 -1.22452 0.05
N -2.05850 -0.51346 -1.01515 -0.46
H -3.15812 2.55992 -4.22033 0.24
H -2.84944 1.13297 -3.23264 0.25
H -1.84449 1.46708 -4.68492 0.23
H 0.27309 4.58270 -3.45583 0.25
H 1.02105 2.98969 -3.61891 0.24
H -0.18250 3.53978 -4.80743 0.23
H -1.83317 1.12212 1.26406 0.03
H -3.06824 2.38712 -0.10843 -0.01
H 0.87775 -0.41272 -2.65997 0.23
H 0.28651 -2.81192 -3.06406 0.22
H -1.83135 -3.69690 -2.06736 0.24
H -3.28458 -2.16131 -0.79963 0.20
C 4.11147 4.92875 0.10716 -0.42
C 2.91634 4.77324 0.70615 0.35
C 2.60940 5.40833 2.05292 0.47
O 1.49911 5.21668 2.50530 -0.52
C 3.64278 6.18833 2.70734 -0.38
C 4.82765 6.33413 2.10110 0.32
C 5.12953 5.71720 0.75399 0.47
O 6.24095 5.93387 0.29738 -0.56
O 5.84194 7.02178 2.60658 -0.63
O 1.93599 4.07400 0.17761 -0.65
H 4.34274 4.48432 -0.85052 0.24
H 3.42013 6.62662 3.66981 0.24
H 6.56086 6.95472 1.94567 0.51
H 1.14227 4.10170 0.76794 0.53
C -1.06433 -0.03996 6.84353 -0.42
C -1.47232 -0.15170 5.57250 0.40
C -0.96538 0.76429 4.48190 0.47
O -1.38996 0.56152 3.35622 -0.57
C -0.03087 1.81218 4.81763 -0.40
C 0.37572 1.92632 6.09083 0.34
C -0.11001 0.99580 7.18211 0.48
O 0.33874 1.18193 8.29837 -0.54
O 1.22668 2.84476 6.51613 -0.62
O -2.33913 -1.05869 5.14846 -0.64
H -1.41690 -0.69071 7.63092 0.24
H 0.30223 2.47397 4.02843 0.27
H 1.33897 2.68822 7.47498 0.51
H -2.44115 -0.90452 4.18805 0.51
C -1.59471 -7.82109 -4.94393 -0.39
C -2.17226 -6.94573 -4.10956 0.33
C -1.79553 -6.85385 -2.64643 0.48
O -2.37318 -6.00477 -1.98727 -0.56
C -0.79602 -7.75580 -2.12470 -0.40
C -0.21968 -8.63539 -2.95800 0.34
C -0.57888 -8.71330 -4.42746 0.47
O 0.02122 -9.53903 -5.08959 -0.53
O 0.70377 -9.50457 -2.58960 -0.62
O -3.11086 -6.08699 -4.47525 -0.62
H -1.85606 -7.89160 -5.99012 0.25
H -0.54342 -7.69198 -1.07587 0.25
H 0.94184 -10.00763 -3.39474 0.51
H -3.34676 -5.58144 -3.67246 0.51